Entry 1:
Below is one molecule with the formula C10H12O2, with properties calculated with wB97M-V/def2-TZVPD.

Calculated values
E: -538.55580 a.u.
SMILES: C=CCOc1ccccc1OC

The geometry in XYZ format:
```
24
Properties=species:S:1:pos:R:3:forces:R:3:mulliken_charge:R:1
C 2.913 2.514 0.726 1.22 2.46 0.23 -0.723
C 1.568 2.557 0.535 3.55 -1.97 -0.14 -0.348
C 1.002 1.302 -0.028 -0.46 -0.49 -0.50 -0.175
O -0.409 1.240 0.293 0.28 -1.74 -0.43 -0.363
C -0.918 0.069 -0.279 -2.67 1.13 -1.18 0.083
C -2.108 0.214 -1.113 0.78 1.30 0.88 -0.400
C -2.793 -0.722 -1.820 0.91 -1.97 0.68 -0.619
C -2.284 -2.088 -1.589 -4.04 0.29 -1.75 -0.246
C -1.211 -2.249 -0.794 0.97 -1.38 0.60 -0.443
C -0.486 -1.212 -0.165 0.90 -0.55 -0.07 0.873
O 0.682 -1.586 0.482 -0.71 0.56 -0.16 -0.518
C 0.767 -1.169 1.821 3.26 -1.62 2.78 -0.617
H 3.681 3.372 1.144 -2.60 -1.96 -1.09 0.213
H 3.509 1.689 0.285 -0.67 0.16 0.72 0.224
H 0.900 3.340 0.666 -0.86 1.54 0.69 0.421
H 1.522 0.403 0.411 -0.41 1.24 -1.16 0.227
H 1.029 1.293 -1.139 0.39 -0.09 0.49 0.322
H -2.546 1.187 -1.147 0.21 0.88 0.01 0.380
H -3.671 -0.375 -2.424 0.93 -0.94 0.63 0.325
H -2.977 -2.997 -1.929 2.05 1.98 0.58 0.214
H -0.886 -3.277 -0.583 0.06 0.56 -0.03 0.339
H 1.385 -0.007 1.999 -2.34 -3.70 -0.16 0.316
H 1.552 -2.115 2.281 -2.10 3.23 -0.96 0.213
H -0.219 -1.380 2.366 1.35 1.09 -0.68 0.301
```
Forces are in eV/Å.

Entry 2:
Below is one molecule with the formula C10H13BrO2, with properties calculated with wB97M-V/def2-TZVPD.

Calculated values
E: -3113.29476 a.u.
SMILES: CC1(C)[C@@H]2CC(=O)[C@@]1(C)[C@@H](Br)C2=O

The geometry in XYZ format:
```
26
Properties=species:S:1:pos:R:3:forces:R:3:mulliken_charge:R:1
C 0.995 1.354 1.046 0.79 4.60 -0.47 -1.911
C 0.188 0.174 0.764 -1.68 -0.21 1.08 1.648
C 0.383 -0.798 1.940 -0.82 -2.14 -2.72 -2.024
C -1.366 0.406 0.601 0.75 -0.53 -1.00 0.125
C -1.814 -0.978 -0.017 -0.32 -0.75 0.34 -0.709
C -0.552 -1.394 -0.800 -1.22 -0.36 0.34 0.189
O -0.397 -2.473 -1.323 0.21 0.98 0.30 -0.580
C 0.438 -0.218 -0.663 -0.47 -2.55 -2.58 0.728
C 1.739 -0.706 -1.315 -0.26 3.07 1.17 -1.936
C -0.257 0.969 -1.438 1.74 0.38 -1.11 -0.127
Br -1.051 0.489 -3.175 0.42 0.07 0.27 -0.106
C -1.370 1.359 -0.543 -0.64 -0.33 1.12 -0.263
O -2.147 2.244 -0.680 -0.77 1.42 -0.57 -0.578
H 0.715 2.369 0.593 -0.48 -1.40 -0.07 0.336
H 2.029 1.340 0.630 -0.35 -0.68 1.06 0.345
H 0.886 1.664 2.074 0.79 -0.29 0.64 0.505
H 1.246 -0.580 2.412 3.06 0.87 1.62 0.623
H 0.581 -1.786 1.504 -0.36 -0.20 0.40 0.449
H -0.352 -0.885 2.721 -0.84 0.29 -0.18 0.305
H -1.827 0.790 1.492 -0.53 -0.12 0.20 0.612
H -2.743 -1.162 -0.662 1.22 1.00 0.95 0.341
H -1.907 -1.683 0.827 -0.02 0.08 -0.34 0.299
H 2.292 0.230 -1.510 0.19 -0.63 -0.64 0.396
H 1.489 -1.298 -2.151 -0.09 -0.29 -1.21 0.464
H 2.356 -1.277 -0.687 0.63 -0.93 1.14 0.422
H 0.445 1.849 -1.642 -0.94 -1.36 0.25 0.447
```
Forces are in eV/Å.

Entry 3:
Below is C10H13Cl2O2PtS as an isolated structure, with properties calculated with wB97M-V/def2-TZVPD.

Calculated values
Total charge: +1
E: -1976.93913 a.u.

The geometry in XYZ format:
```
29
Properties=species:S:1:pos:R:3:forces:R:3:mulliken_charge:R:1
Pt -0.299 -0.533 -0.578 -0.09 -0.43 0.02 0.790
C -2.303 -0.185 1.533 -0.13 0.05 -0.06 -0.692
O -2.147 -0.886 0.261 -0.02 -0.12 0.49 -0.327
C -2.430 -2.301 0.393 -0.14 -0.10 -0.26 -0.492
C -1.243 -3.100 0.890 -0.19 0.01 -0.32 -0.439
O -0.170 -2.694 0.045 0.41 0.43 -0.23 -0.373
C 0.926 -3.607 -0.107 -0.03 -0.10 0.17 -0.707
H -3.325 -0.342 1.873 -0.01 -0.01 -0.01 0.334
H -2.131 0.866 1.334 0.03 0.01 -0.03 0.274
H -1.589 -0.563 2.264 0.02 0.01 -0.01 0.340
H -2.652 -2.642 -0.618 -0.08 0.10 -0.01 0.291
H -3.320 -2.406 1.011 0.06 -0.08 0.07 0.456
H -1.480 -4.150 0.697 0.09 -0.05 0.11 0.417
H -0.982 -2.984 1.943 0.00 0.18 0.00 0.336
H 0.571 -4.532 -0.559 -0.03 0.00 -0.02 0.307
H 1.384 -3.819 0.859 0.00 0.04 0.03 0.334
H 1.651 -3.134 -0.761 0.00 0.02 -0.02 0.180
Cl 1.779 0.057 -1.309 0.10 0.09 0.06 -0.174
C 1.754 1.827 -1.031 0.26 -0.23 -0.05 0.972
C 2.956 2.478 -0.888 0.11 -0.03 -0.01 -0.909
C 2.911 3.852 -0.699 0.01 0.01 0.00 -0.341
C 1.693 4.511 -0.667 -0.05 0.04 0.00 -0.743
C 0.509 3.805 -0.820 -0.01 0.18 -0.03 0.479
Cl -1.003 4.635 -0.803 0.03 0.02 0.00 -0.196
C 0.516 2.426 -1.003 -0.16 -0.19 -0.12 -0.084
S -0.952 1.493 -1.257 -0.12 0.19 0.23 -0.264
H 3.895 1.941 -0.915 -0.03 0.00 0.00 0.427
H 3.830 4.406 -0.571 -0.01 -0.01 0.00 0.382
H 1.650 5.582 -0.519 -0.01 -0.02 0.00 0.420
```
Forces are in eV/Å.

> Number 3 is which compound?

C10H13Cl2O2PtS

> What is the E in the second record?

-3113.29476 a.u.